Here is 40 unconnected molecules or ions with the total composition H80O40 in a non-equilibrium geometry from the OMol25 dataset. Energies are from ωB97M-V with the def2-TZVPD basis set.

ORCA input file:
```
! RIJCOSX wB97M-V def2-TZVPD def2/J DEFGRID3
* xyz 0 1
H -4.878 -0.560 -2.764
H -3.711 -0.690 -1.850
O -3.926 -0.431 -2.756
H 1.746 -4.706 2.239
H 1.794 -4.214 0.828
O 2.329 -4.687 1.476
H 2.017 -0.004 2.627
H 2.387 0.759 3.824
O 1.972 -0.082 3.590
H -4.366 3.200 -1.841
H -5.290 3.752 -0.737
O -4.538 3.974 -1.293
H 2.998 -0.823 -2.220
H 1.608 -0.680 -2.953
O 2.343 -1.260 -2.776
H 2.239 4.102 2.487
O 2.711 3.813 3.291
H -3.946 3.688 1.940
O -3.244 3.047 2.067
H 1.306 -2.324 0.034
H 0.625 -2.403 1.500
O 0.679 -1.942 0.667
H -2.440 -0.061 6.116
H -2.602 1.092 5.057
O -3.033 0.348 5.483
H -4.737 1.826 0.374
H -5.216 0.819 -0.605
O -5.558 1.489 -0.001
H -1.529 5.661 1.315
H -0.948 5.014 2.577
O -1.637 5.603 2.268
H -1.655 1.542 -3.472
O -0.736 1.514 -3.185
H -2.594 3.196 -1.602
H -1.462 3.685 -0.720
O -1.676 3.489 -1.635
H -0.790 -4.888 2.468
H -2.312 -4.391 2.709
O -1.655 -4.726 2.091
H 2.197 1.598 -6.129
H 1.963 0.142 -5.790
O 2.244 0.978 -5.393
H 3.022 -0.084 0.412
H 4.191 0.609 1.103
O 3.691 -0.205 1.105
H -2.139 -3.960 -2.571
H -1.362 -3.721 -1.325
O -1.370 -4.295 -2.104
H -0.647 0.166 2.742
H -0.205 1.610 2.191
O -0.930 1.035 2.456
H 1.759 2.666 0.425
O 1.485 3.520 0.773
H -1.988 -2.938 0.839
H -1.651 -1.543 0.260
O -2.050 -2.384 0.048
H -0.586 0.203 0.393
O -0.174 0.889 -0.106
H 4.480 2.089 0.317
H 3.871 2.524 -0.892
O 4.210 2.926 -0.070
H -2.967 -2.348 5.023
H -2.028 -2.106 3.757
O -2.476 -2.745 4.302
H -0.187 2.724 -5.652
H -1.051 3.736 -4.792
O -0.342 3.634 -5.430
H -2.335 0.859 1.151
H -3.539 0.141 0.453
O -2.611 0.379 0.345
H -0.103 5.002 -0.979
H -0.490 6.297 -1.547
O 0.212 5.640 -1.626
H 5.063 -3.370 0.740
H 4.388 -4.599 -0.024
O 5.193 -4.123 0.156
H 1.382 0.698 -0.815
H 1.752 0.992 -2.245
O 2.121 1.054 -1.361
H 5.787 -0.454 -0.094
H 5.813 -0.705 -1.590
O 5.254 -0.349 -0.888
H -4.580 2.562 -4.585
H -3.818 1.630 -3.669
O -3.882 2.554 -3.923
H -5.418 -1.581 0.712
H -4.081 -2.204 1.097
O -4.524 -1.743 0.381
H 1.295 -4.204 -3.820
O 0.580 -3.561 -3.732
H -2.070 3.356 5.134
H -1.634 3.197 3.579
O -1.760 3.778 4.332
H 1.633 4.212 0.120
H 3.400 3.322 2.834
H -0.641 0.949 -0.941
H -3.090 3.089 3.025
H -0.785 1.988 -2.328
H 0.006 -3.991 -3.058
O 4.193 -3.754 3.096
H 4.216 -4.603 2.653
H 3.456 -3.285 2.708
O -0.228 -1.267 4.813
H 0.655 -0.882 4.846
H -0.296 -2.143 5.207
O -0.608 -6.766 -1.285
H -0.783 -6.440 -0.389
H -0.361 -5.892 -1.636
O 1.380 -2.983 3.391
H 2.059 -3.207 4.036
H 1.009 -2.117 3.662
O 2.395 -3.324 -1.059
H 3.278 -3.244 -1.428
H 1.903 -2.972 -1.828
O 2.671 -1.963 -5.335
H 2.178 -1.766 -4.521
H 3.489 -2.339 -5.008
O 1.581 3.064 -2.703
H 0.699 3.336 -2.459
H 1.773 2.929 -3.631
*
```

=====

Here is a molecular structure, H80O40 in a non-equilibrium geometry from the OMol25 dataset. Energies are from ωB97M-V with the def2-TZVPD basis set.

ORCA input file:
```
! RIJCOSX wB97M-V def2-TZVPD def2/J DEFGRID3
* xyz 0 1
H 5.394 -2.088 0.675
H 4.357 -2.272 -0.549
O 4.933 -1.668 -0.111
H 3.990 3.277 -3.337
H 4.594 3.897 -2.024
O 3.897 3.705 -2.494
H -1.924 -3.470 3.760
H -3.001 -3.196 2.511
O -2.741 -3.014 3.457
H -2.212 -0.112 4.154
H -3.360 -0.630 3.176
O -2.933 0.185 3.504
H 2.980 -1.714 -2.284
H 2.972 -3.053 -2.078
O 3.036 -2.318 -1.488
H 0.145 -4.742 4.003
O 0.519 -5.612 3.754
H 0.167 -2.050 -3.059
O 0.238 -1.320 -2.448
H 1.772 -3.031 1.199
H 1.328 -1.974 2.309
O 1.038 -2.434 1.443
H -1.160 2.093 0.993
H -1.748 0.866 1.867
O -1.024 1.541 1.806
H -0.726 5.324 3.026
H 0.369 5.274 4.099
O 0.080 5.769 3.341
H 0.608 1.560 -4.137
H 0.533 3.075 -4.631
O 0.600 2.061 -4.949
H 0.797 -1.027 -6.360
O 0.815 -1.012 -5.399
H -2.110 -1.256 -4.948
H -3.171 -2.358 -4.912
O -2.578 -1.956 -5.474
H -1.122 0.365 -3.564
H -1.127 1.745 -3.144
O -1.458 1.154 -3.793
H 2.650 -0.818 0.361
H 2.107 0.520 0.914
O 2.745 0.154 0.305
H -4.067 -0.053 -4.817
H -4.033 1.294 -4.143
O -4.488 0.436 -4.049
H -0.162 -5.085 1.031
H 0.149 -5.393 -0.500
O -0.538 -5.211 0.221
H 1.043 -3.753 5.766
H -0.497 -3.597 5.695
O 0.309 -3.365 5.195
H -0.003 -1.368 4.832
O -0.260 -0.585 5.384
H -1.934 5.633 -1.371
H -1.450 4.650 -2.442
O -2.017 5.500 -2.285
H 2.894 3.133 -0.894
O 1.931 2.756 -1.093
H -0.077 -3.168 1.864
H -1.680 -3.453 1.942
O -0.663 -4.016 2.363
H 5.182 2.194 -0.417
H 5.098 2.835 1.014
O 5.441 2.896 0.133
H -2.667 2.769 2.586
H -3.118 4.095 3.207
O -2.343 3.514 3.277
H 3.303 2.333 2.828
H 3.266 3.361 4.138
O 3.385 2.432 3.778
H -0.976 -3.758 -0.977
H -2.265 -2.741 -1.031
O -1.429 -2.877 -0.706
H 1.571 -4.714 -3.183
H 2.455 -5.654 -2.253
O 1.987 -4.752 -2.332
H -0.866 -0.334 -0.191
H -1.277 0.193 -1.575
O -1.568 0.281 -0.591
H -1.144 -1.270 2.866
H -0.099 -0.499 2.091
O -0.907 -1.116 2.045
H -0.178 1.752 -1.106
H 0.351 2.885 -2.130
O -0.478 2.264 -1.869
H -1.632 5.402 0.974
H -2.495 4.266 1.562
O -2.441 4.976 1.003
H -3.726 -2.384 -2.941
O -3.017 -1.722 -2.655
H -1.617 -2.793 -3.248
H -1.248 -3.363 -4.733
O -0.927 -3.405 -3.807
H -0.026 0.212 4.703
H 0.576 -5.815 2.899
H 1.950 1.804 -1.217
H -0.223 -1.673 -1.646
H 0.379 -1.968 -5.331
H -3.504 -1.038 -3.135
O 1.919 5.104 1.564
H 2.394 5.377 2.312
H 2.449 5.580 0.836
O -1.264 0.686 -6.561
H -1.017 1.283 -5.824
H -1.400 -0.044 -6.121
O 0.637 3.204 3.300
H 0.027 2.717 2.618
H -0.052 3.525 3.888
O -3.396 2.223 0.645
H -2.950 2.450 -0.211
H -3.418 1.162 0.585
O -3.050 -1.858 0.453
H -3.248 -0.967 0.299
H -2.184 -1.898 0.862
O 0.840 0.451 3.329
H 0.922 1.368 3.381
H 1.569 0.008 3.738
O 3.746 -1.157 2.494
H 4.240 -1.239 1.601
H 3.738 -0.353 2.606
*
```

=====

Lowest unoccupied orbital energy list, top to bottom, in eV: -0.663; -0.616
ΔE to the lowest compared entry with this formula, charge and spin list, top to bottom, in eV: 6.6134; 16.1045
HOMO list, top to bottom, in eV: -10.43; -10.42